Entry from the OMol25 dataset: a single C3H2S molecule in a non-equilibrium geometry (ωB97M-V with the def2-TZVPD basis set).

Computed properties:
SMILES = C#CC=S
multiplicity = 1
energy above the lowest of the compared OMol25 structures with the same formula, charge and spin = 0.3092 eV
molar mass = 70.12 g/mol

Each line ends with the Löwdin charge.
Element x y z (Å)
C: -0.9506 0.4138 -0.0416  -0.66
C: 0.3674 -0.1200 0.0895  -0.23
C: 1.4504 -0.5055 -0.0378  0.12
H: -1.0542 1.4430 0.0186  0.02
H: 2.5192 -0.7678 -0.0308  0.07
S: -2.3322 -0.4636 0.0021  0.69

Atoms 1-3, force components in eV/Å:
C -0.843 -2.546 1.088
C -5.420 1.966 -0.415
C 6.643 -1.937 -0.017